# 1
Computed, not measured: a structure of composition C21H63B3BrIN10O6P4, with the ωB97M-V functional and the def2-TZVPD basis.

Each line ends with the Löwdin charge.
Element x y z (Å)
C: 0.427 -1.841 -1.269  -0.070
C: 0.260 -2.789 -2.487  -0.304
C: 1.118 -4.059 -2.430  -0.536
I: 0.934 -5.011 -4.380  0.922
B: 2.646 -3.788 -2.189  -0.660
O: 3.155 -3.526 -0.908  0.225
B: 3.941 -2.397 -0.908  -1.039
Br: 3.802 -1.181 0.573  0.870
O: 4.776 -2.111 -1.966  0.214
B: 4.089 -2.432 -3.131  -0.618
P: 3.704 -1.180 -4.578  0.780
N: 3.318 -1.928 -5.911  -0.328
O: 3.598 -3.709 -3.212  0.216
H: -0.537 -1.744 -0.770  0.076
H: 0.687 -0.843 -1.615  0.046
H: 1.119 -2.205 -0.515  0.052
H: 0.389 -2.238 -3.417  0.084
H: -0.778 -3.122 -2.493  0.097
H: 0.706 -4.804 -1.754  0.081
H: 4.851 -0.366 -4.737  -0.004
H: 2.624 -0.399 -4.110  -0.001
H: 2.376 -1.686 -6.191  -0.052
O: -2.516 -6.109 -2.715  -0.316
P: -3.494 -7.252 -2.687  0.680
N: -4.637 -6.618 -1.579  -0.312
C: -5.256 -7.314 -0.474  -0.123
C: -5.300 -5.374 -1.943  -0.139
N: -2.396 -8.407 -2.006  -0.344
C: -2.286 -8.530 -0.569  -0.134
C: -1.093 -8.377 -2.669  -0.148
N: -4.515 -8.485 -3.265  -0.313
C: -5.690 -8.079 -4.033  -0.121
C: -4.325 -9.924 -3.160  -0.106
H: -5.679 -8.288 -0.755  0.078
H: -6.081 -6.728 -0.068  0.079
H: -4.558 -7.460 0.352  0.061
H: -6.260 -5.558 -2.446  0.072
H: -4.673 -4.790 -2.617  0.070
H: -5.484 -4.754 -1.063  0.080
H: -2.066 -7.572 -0.074  0.089
H: -1.492 -9.235 -0.315  0.081
H: -3.196 -8.952 -0.138  0.059
H: -0.475 -7.536 -2.337  0.056
H: -1.201 -8.301 -3.752  0.074
H: -0.558 -9.307 -2.458  0.081
H: -6.599 -8.154 -3.424  0.085
H: -5.822 -8.696 -4.923  0.079
H: -5.598 -7.048 -4.375  0.074
H: -4.577 -10.278 -2.158  0.080
H: -3.312 -10.231 -3.397  0.075
H: -4.976 -10.444 -3.867  0.078
O: 1.787 1.286 -1.480  -0.308
P: 1.552 2.772 -1.479  0.681
N: 2.566 3.253 -2.769  -0.305
C: 3.444 4.401 -2.803  -0.120
C: 2.314 2.662 -4.075  -0.145
N: 2.181 3.148 0.088  -0.330
C: 3.563 3.554 0.254  -0.127
C: 1.815 2.186 1.122  -0.133
N: 0.616 4.192 -1.459  -0.309
C: -0.251 4.442 -2.609  -0.122
C: 0.501 5.175 -0.387  -0.099
H: 2.952 5.334 -2.496  0.079
H: 3.814 4.568 -3.815  0.080
H: 4.328 4.250 -2.182  0.062
H: 1.655 3.294 -4.687  0.075
H: 1.838 1.688 -3.968  0.043
H: 3.247 2.504 -4.623  0.079
H: 4.275 2.829 -0.169  0.089
H: 3.789 3.674 1.315  0.081
H: 3.745 4.533 -0.194  0.060
H: 2.442 1.288 1.104  0.022
H: 0.777 1.870 1.006  0.083
H: 1.898 2.653 2.106  0.065
H: 0.181 5.207 -3.265  0.085
H: -1.242 4.776 -2.300  0.078
H: -0.394 3.535 -3.198  0.073
H: 1.374 5.831 -0.367  0.080
H: 0.380 4.721 0.592  0.070
H: -0.380 5.802 -0.544  0.078
O: 0.267 4.844 3.617  -0.300
P: 0.097 5.484 4.962  0.668
N: 0.134 7.140 4.540  -0.309
C: 0.828 8.201 5.236  -0.122
C: -0.862 7.607 3.587  -0.137
N: 1.565 4.929 5.704  -0.339
C: 2.767 5.740 5.671  -0.134
C: 1.884 3.542 5.386  -0.145
N: -0.618 5.713 6.489  -0.312
C: -2.003 6.181 6.517  -0.120
C: -0.051 5.423 7.798  -0.106
H: 0.632 8.213 6.316  0.079
H: 0.514 9.173 4.856  0.080
H: 1.906 8.151 5.075  0.061
H: -1.749 8.012 4.094  0.073
H: -1.187 6.791 2.941  0.067
H: -0.451 8.383 2.937  0.080
H: 3.054 6.035 4.651  0.089
H: 3.598 5.189 6.114  0.082
H: 2.655 6.637 6.282  0.059
H: 2.348 3.434 4.398  0.066
H: 0.985 2.924 5.399  0.078
H: 2.567 3.139 6.138  0.081
H: -2.051 7.245 6.773  0.086
H: -2.600 5.627 7.243  0.079
H: -2.482 6.045 5.547  0.074
H: 0.662 6.196 8.094  0.079
H: 0.442 4.457 7.837  0.075
H: -0.840 5.396 8.554  0.079

The value obtained for the HOMO energy is -7.94 eV. For the energy, the calculation gives -167315.80459 eV. As for the LUMO energy: 0.3763 eV. The calculation puts the orbital gap at 8.3 eV.

# 2
Computed, not measured: the ion C16H25N6O with charge +1, with the ωB97M-V functional and the def2-TZVPD basis.

Each line ends with the Löwdin charge.
Element x y z (Å)
C: 2.066 4.028 2.197  -0.027
C: 1.291 3.173 1.488  -0.097
O: 2.040 2.460 0.609  -0.013
C: 3.330 2.882 0.768  -0.244
C: 3.394 3.835 1.735  0.011
H: 4.271 4.343 2.076  0.125
C: 4.390 2.258 -0.083  -0.030
N: 4.342 0.823 0.028  -0.054
C: 3.459 -0.074 -0.488  -0.277
N: 3.768 -1.258 -0.004  0.076
N: 4.817 -1.081 0.781  -0.005
N: 5.167 0.131 0.812  0.075
C: 2.323 0.218 -1.399  -0.028
N: 1.033 0.015 -0.692  -0.096
H: 1.093 0.525 0.201  0.166
C: 0.771 -1.416 -0.391  -0.080
C: -0.511 -1.542 0.422  -0.146
N: -1.612 -1.017 -0.360  -0.139
C: -1.390 0.393 -0.598  -0.153
C: -0.122 0.576 -1.429  -0.080
H: 0.054 1.635 -1.627  0.142
H: -0.222 0.038 -2.373  0.151
H: -2.232 0.804 -1.153  0.130
H: -1.297 0.964 0.348  0.133
C: -2.939 -1.295 0.188  -0.316
C: -3.165 -2.778 0.496  -0.157
H: -2.754 -3.081 1.458  0.114
H: -2.722 -3.383 -0.296  0.128
C: -4.683 -2.908 0.456  -0.184
H: -5.010 -3.943 0.391  0.114
H: -5.115 -2.467 1.356  0.117
C: -5.070 -2.092 -0.775  -0.175
H: -4.993 -2.713 -1.667  0.112
H: -6.089 -1.718 -0.714  0.110
C: -4.041 -0.950 -0.837  -0.137
H: -4.504 0.008 -0.603  0.111
H: -3.606 -0.888 -1.834  0.112
H: -3.093 -0.713 1.113  0.156
H: -0.683 -2.598 0.625  0.127
H: -0.397 -1.021 1.392  0.144
H: 1.630 -1.837 0.137  0.117
H: 0.648 -1.939 -1.341  0.152
H: 2.375 1.250 -1.751  0.137
H: 2.357 -0.461 -2.256  0.157
H: 5.370 2.580 0.273  0.148
H: 4.280 2.542 -1.136  0.142
H: 0.236 2.980 1.501  0.118
H: 1.746 4.710 2.957  0.116

The value obtained for the HOMO energy is -12.35 eV. For the energy, the calculation gives -27977.98679 eV. Its SMILES is c1coc(Cn2nnnc2C[NH+]2CCN(C3CCCC3)CC2)c1. As for the LUMO energy: -2.3141 eV. The energy above the lowest of the compared OMol25 structures with the same formula, charge and spin is 0.5 kJ/mol. The calculation puts the orbital gap at 10.0 eV. Its charge is +1.

Question: Which of these has the highest HOMO energy?
Answer: C21H63B3BrIN10O6P4

Question: Among the records above, which one has the lowest orbital gap?
Answer: C21H63B3BrIN10O6P4